(1)
Entry from OMol25: a structure of composition C28H66FO20P4V in a non-equilibrium geometry (ωB97M-V/def2-TZVPD).

total charge	+2
multiplicity	5
HOMO (alpha / beta)	-13.407 / -13.407	eV
expectation value of S²	6.007

Positions of all 120 atoms, in Å:
V (-2.99084, 0.15848, 2.48049)
C (-0.78908, 0.10940, -0.42498)
O (-1.60259, 0.17562, 0.72492)
H (-1.37081, -0.20418, -1.29178)
H (-0.44281, 1.10815, -0.69085)
H (0.17061, -0.40366, -0.36276)
C (3.16939, 1.52501, 0.00008)
C (4.25481, 1.06174, -0.79607)
O (5.37162, 1.64541, -0.19185)
C (5.01360, 2.32977, 0.91265)
O (5.78692, 2.91800, 1.60837)
O (3.68540, 2.33131, 1.05190)
F (4.22678, 1.49785, -2.08173)
H (2.71391, 0.67007, 0.49980)
H (2.36281, 2.03531, -0.52634)
H (4.36989, -0.02099, -0.74551)
C (-0.89442, 3.51314, -3.65368)
C (-1.91349, 4.39363, -4.44147)
O (-2.72521, 3.43165, -5.01509)
P (-3.97308, 3.99044, -5.92353)
O (-3.60576, 4.53363, -7.27289)
O (-4.64902, 5.22163, -5.05767)
C (-5.45678, 5.08451, -3.88542)
C (-6.64691, 5.97554, -3.76615)
O (-5.11140, 2.79903, -5.79614)
C (-5.33264, 1.83929, -6.84163)
C (-4.94465, 0.44541, -6.35317)
H (-0.18952, 3.10815, -4.37977)
H (-0.19939, 4.22304, -3.20525)
H (-1.29960, 2.71551, -3.03101)
H (-2.41246, 5.06657, -3.74414)
H (-1.47662, 4.97226, -5.25537)
H (-5.87593, 4.08989, -3.73325)
H (-4.93165, 4.97279, -2.93681)
H (-6.42498, 6.79211, -3.07910)
H (-7.01895, 6.24887, -4.75356)
H (-7.39280, 5.40441, -3.21338)
H (-6.40480, 1.87087, -7.03547)
H (-4.87972, 2.05323, -7.80972)
H (-5.14306, -0.38823, -7.02680)
H (-3.94057, 0.41463, -5.93012)
H (-5.48508, 0.29489, -5.41863)
C (4.09654, -7.08544, -4.79716)
C (3.10370, -6.02579, -4.49195)
O (3.58948, -4.76286, -3.98084)
P (4.22011, -3.52592, -4.85686)
O (4.56344, -3.98801, -6.24895)
O (3.20058, -2.30931, -4.76664)
C (2.80316, -1.67662, -3.57220)
C (1.30526, -1.52773, -3.69613)
O (5.36358, -3.09816, -3.86022)
C (6.64874, -2.66626, -4.17523)
C (6.80117, -1.16337, -4.40015)
H (4.86823, -6.73988, -5.48503)
H (4.45394, -7.39820, -3.81607)
H (3.69446, -8.04595, -5.11944)
H (2.74604, -5.71143, -5.47244)
H (2.27546, -6.41939, -3.90271)
H (3.07814, -2.28542, -2.71090)
H (3.26335, -0.69143, -3.49649)
H (0.78815, -1.01227, -2.88680)
H (1.09065, -0.88522, -4.55008)
H (0.77003, -2.43914, -3.96252)
H (7.22368, -3.09808, -3.35604)
H (7.03897, -3.25025, -5.00876)
H (6.85202, -0.95149, -3.33215)
H (7.72236, -0.88065, -4.90964)
H (6.00647, -0.70018, -4.98497)
C (1.72937, -1.13064, 2.25733)
C (1.29481, -2.53379, 2.82723)
O (0.47755, -2.46916, 3.99177)
P (-1.05364, -2.56500, 4.03376)
O (-1.62022, -1.41273, 3.27526)
O (-1.47847, -4.05459, 3.37190)
C (-0.99535, -5.31651, 3.85612)
C (-2.11446, -6.28485, 4.13425)
O (-1.46464, -2.72159, 5.56301)
C (-2.80632, -2.87342, 5.87884)
C (-2.96274, -2.77945, 7.44636)
H (0.82741, -0.52001, 2.21605)
H (2.39492, -0.48955, 2.83538)
H (2.17790, -1.27420, 1.27432)
H (0.42312, -2.82680, 2.24208)
H (2.02203, -3.33184, 2.97682)
H (-0.48553, -5.75473, 2.99812)
H (-0.38989, -5.24530, 4.75969)
H (-1.76488, -7.29695, 4.33808)
H (-2.60003, -5.98363, 5.06247)
H (-2.85297, -6.34618, 3.33492)
H (-3.47440, -2.16033, 5.39584)
H (-3.13953, -3.81333, 5.43880)
H (-3.93985, -3.05597, 7.84245)
H (-2.22153, -3.47928, 7.83229)
H (-2.59065, -1.81850, 7.80164)
C (-1.65927, 3.97373, 7.42034)
C (-1.24814, 4.52260, 6.08796)
O (-1.80048, 3.70601, 5.07113)
P (-0.85757, 2.64403, 4.33308)
O (-1.60498, 1.71895, 3.48587)
O (0.21236, 3.54857, 3.65682)
C (1.06690, 3.09868, 2.57670)
C (0.36411, 3.41092, 1.29646)
O (-0.11039, 1.85225, 5.61054)
C (-0.18509, 0.40856, 5.80304)
C (0.67606, -0.17679, 6.87644)
H (-2.74300, 3.89941, 7.33027)
H (-1.12664, 3.04933, 7.64369)
H (-1.46444, 4.62131, 8.27520)
H (-1.43330, 5.58018, 5.89997)
H (-0.17062, 4.47068, 5.93191)
H (1.91534, 3.77815, 2.65770)
H (1.29954, 2.03497, 2.62673)
H (0.98383, 3.18049, 0.42989)
H (-0.50952, 2.85243, 0.96039)
H (-0.06453, 4.41287, 1.27467)
H (-1.24483, 0.16847, 5.88904)
H (0.15903, 0.01722, 4.84568)
H (1.65345, 0.05000, 6.45056)
H (0.68208, 0.31202, 7.85068)
H (0.64963, -1.26296, 6.96384)

(2)
Entry from OMol25: a structure of composition C28H67As3IrO6P2Se2 in a non-equilibrium geometry (ωB97M-V/def2-TZVPD).

total charge	+3
multiplicity	5
HOMO (alpha / beta)	-13.425 / -15.924	eV
expectation value of S²	6.014

Positions of all 109 atoms, in Å:
Ir (13.86103, 9.38569, 10.57737)
C (14.41980, 15.14244, 10.03271)
C (14.31704, 14.62013, 11.40920)
C (15.54772, 14.80852, 12.23744)
O (14.05613, 13.15418, 11.34344)
P (12.75247, 12.49451, 11.81400)
O (12.98488, 11.03212, 12.00024)
C (11.56137, 12.84508, 10.52583)
P (11.62945, 11.76674, 9.02241)
O (12.95414, 11.07115, 9.04020)
O (11.42495, 12.63862, 7.73057)
C (12.59078, 13.34822, 7.20754)
C (13.10288, 12.62357, 6.00419)
C (12.30593, 14.82224, 6.98158)
O (10.46597, 10.75274, 9.07799)
C (9.06592, 10.70926, 8.47576)
C (8.42383, 12.06437, 8.38225)
C (9.15181, 10.05288, 7.11947)
O (12.39007, 13.26693, 13.09501)
C (11.21405, 13.18175, 14.02812)
C (10.38298, 14.45720, 13.93834)
C (10.35257, 11.98716, 13.70434)
H (14.78818, 16.17374, 10.02904)
H (13.50228, 15.17626, 9.47048)
H (15.12415, 14.62763, 9.41474)
H (13.47246, 15.04736, 11.92590)
H (16.37468, 14.24847, 11.83989)
H (15.33990, 14.56887, 13.27926)
H (15.71477, 15.88877, 12.12739)
H (11.74432, 13.89466, 10.20084)
H (10.54236, 12.87928, 10.93324)
H (13.33445, 13.33560, 8.04787)
H (12.43852, 12.68858, 5.17801)
H (13.35991, 11.58783, 6.26911)
H (14.01721, 13.10909, 5.63760)
H (11.43537, 14.98742, 6.30877)
H (13.17510, 15.22645, 6.51167)
H (12.10575, 15.36402, 7.92056)
H (8.47159, 10.06082, 9.12954)
H (9.04984, 12.82457, 7.82065)
H (8.18576, 12.45331, 9.37311)
H (7.49351, 11.98427, 7.80838)
H (9.83150, 10.48346, 6.39944)
H (8.18529, 10.02552, 6.66220)
H (9.50540, 9.01602, 7.20912)
H (11.73145, 13.20589, 14.98994)
H (10.06690, 14.67553, 12.93029)
H (10.96055, 15.31937, 14.23814)
H (9.49212, 14.32546, 14.58232)
H (9.98749, 12.10302, 12.71162)
H (9.49312, 11.99448, 14.35614)
H (10.87425, 11.05038, 13.82807)
C (12.68028, 6.31420, 12.82552)
Se (12.41819, 8.23180, 12.65924)
C (10.67335, 8.03628, 11.74702)
C (10.79141, 7.36272, 10.44921)
Se (12.21539, 7.88065, 9.25588)
C (12.85709, 6.02397, 9.08853)
H (11.79250, 5.91696, 13.25039)
H (13.47008, 6.14519, 13.49350)
H (12.89736, 5.82476, 11.87401)
H (10.27586, 9.06430, 11.61657)
H (9.98704, 7.53753, 12.38917)
H (9.89120, 7.45053, 9.82281)
H (10.96147, 6.31146, 10.64229)
H (12.11640, 5.46539, 8.55824)
H (12.98874, 5.51883, 10.04781)
H (13.78400, 6.00230, 8.49899)
C (16.76537, 10.65952, 12.46384)
As (15.98860, 8.95246, 11.91316)
C (15.94497, 8.19389, 13.71604)
C (17.53817, 8.02944, 11.10306)
C (18.25609, 8.41482, 9.79138)
C (19.26259, 7.24673, 9.52222)
C (17.25800, 8.52936, 8.55491)
As (15.59672, 9.53868, 8.67956)
C (16.30025, 11.34778, 8.48618)
C (15.09376, 9.19425, 6.81186)
C (19.01144, 9.73519, 9.88210)
As (20.55694, 10.00390, 11.05881)
C (22.21369, 10.00007, 10.16830)
C (20.34106, 11.70733, 11.91381)
H (16.75742, 11.46901, 11.75296)
H (17.78089, 10.39586, 12.84175)
H (16.18943, 10.98160, 13.33470)
H (16.92264, 8.33131, 14.16064)
H (15.67779, 7.14311, 13.63074)
H (15.14754, 8.76286, 14.22173)
H (17.22424, 6.96216, 10.90892)
H (18.24454, 7.94778, 11.92898)
H (18.75277, 6.41170, 9.07596)
H (19.73003, 6.90813, 10.43897)
H (20.02585, 7.57957, 8.77779)
H (16.83875, 7.55050, 8.35277)
H (17.84659, 8.81107, 7.72687)
H (17.17310, 11.32326, 7.84873)
H (16.49726, 11.81574, 9.48223)
H (15.50414, 11.92175, 7.99082)
H (15.92374, 9.50536, 6.22720)
H (14.18464, 9.73928, 6.53750)
H (14.91916, 8.16445, 6.66349)
H (18.31429, 10.54932, 10.09645)
H (19.48793, 9.87085, 8.87517)
H (22.38653, 9.23774, 9.41673)
H (23.05233, 10.05241, 10.84268)
H (22.22369, 10.96707, 9.65352)
H (21.29648, 12.18369, 11.83712)
H (19.95144, 11.53558, 12.91721)
H (19.55628, 12.21594, 11.37820)